(1)
{"formula": "C2H3ClF2", "method": "ωB97M-V with the def2-TZVPD basis set", "lumo_energy_ev": 0.89, "smiles": "CC(F)(F)Cl", "de_lowest_kcal_mol": 44.4, "homo_lumo_gap_ev": 12.0, "elements": ["C", "H", "C", "F", "H", "F", "H", "Cl"], "positions_angstrom": [[0.29, -0.43, 0.12], [-0.29, 1.27, 0.65], [-0.61, 0.62, -0.12], [0.38, -0.78, 1.31], [-0.25, 1.16, -1.19], [-0.01, -1.63, -0.53], [-1.53, 0.05, -0.19], [2.03, -0.26, -0.05]]}

---

(2)
{"formula": "CH2BrN2O3", "method": "ωB97M-V with the def2-TZVPD basis set", "charge": 1, "lumo_energy_ev": [-7.92, -7.91], "de_lowest_kcal_mol": 102.7, "homo_lumo_gap_ev": [7.0, 7.0], "elements": ["N", "H", "O", "O", "C", "O", "H", "N", "Br"], "positions_angstrom": [[-1.68, -1.18, 2.29], [1.09, 0.81, 0.07], [0.41, 0.38, 0.74], [-2.20, -1.57, 3.25], [-1.51, -0.74, 1.18], [0.42, -2.09, -0.15], [-1.03, -0.19, -0.60], [-0.53, -0.48, 0.33], [-0.38, -3.62, 0.10]]}

---

(3)
{"formula": "C2H6NO2PS", "method": "ωB97M-V with the def2-TZVPD basis set", "lumo_energy_ev": [-1.91, -1.29], "de_lowest_kcal_mol": 175.4, "homo_lumo_gap_ev": [7.8, 8.1], "elements": ["H", "C", "S", "O", "C", "H", "H", "H", "H", "P", "H", "O", "N"], "positions_angstrom": [[0.89, 1.30, 1.03], [1.45, 1.01, 0.12], [0.45, 0.18, -1.06], [1.34, -0.38, -2.07], [-0.11, -1.15, -0.05], [0.56, -1.80, 0.54], [1.89, 1.99, -0.32], [-2.59, -1.76, 1.00], [-2.38, -0.09, -0.42], [-1.78, -0.74, 0.56], [2.26, 0.30, 0.44], [-0.75, 0.92, -1.39], [-1.23, 0.21, 1.63]]}

---

(4)
{"formula": "C31H27GeN6OTl", "method": "ωB97M-V with the def2-TZVPD basis set", "charge": -2, "lumo_energy_ev": 3.93, "de_lowest_kcal_mol": 194.5, "homo_lumo_gap_ev": 5.6, "elements": ["N", "C", "H", "H", "N", "Ge", "C", "C", "H", "H", "H", "H", "C", "O", "C", "H", "C", "C", "C", "N", "H", "N", "H", "C", "H", "C", "C", "C", "H", "H", "C", "H", "C", "H", "H", "H", "H", "H", "H", "C", "C", "C", "C", "C", "C", "C", "H", "H", "C", "N", "H", "C", "C", "H", "C", "Tl", "H", "H", "H", "C", "C", "C", "C", "C", "N", "C", "H"], "positions_angstrom": [[-8.67, -0.57, 6.03], [3.24, -0.31, -2.13], [4.73, -4.69, -5.88], [7.29, -4.66, -4.99], [-4.23, -0.71, 7.00], [2.88, -0.35, -4.01], [1.35, 2.44, 6.06], [4.65, 2.62, -6.63], [3.19, -2.97, -6.02], [5.65, -0.92, -3.43], [-1.31, -3.35, -3.36], [4.33, 0.58, -6.71], [4.12, 1.39, -6.23], [-1.89, 0.50, 7.23], [4.30, -1.64, -4.82], [-0.10, 5.24, 4.88], [1.13, -1.30, -4.72], [-6.23, -0.76, 6.31], [-0.02, 4.33, 5.45], [-5.01, -0.34, 5.97], [0.19, 0.98, 7.22], [-1.10, 3.84, 6.07], [7.25, -2.44, -3.95], [-9.44, 0.24, 3.89], [5.62, 4.49, -5.74], [5.19, -3.76, -5.73], [-0.80, -3.30, -5.58], [-0.71, -3.02, -4.22], [2.01, 2.36, -3.50], [-2.77, 0.01, 7.20], [3.74, 3.62, -4.72], [-2.49, 2.27, 8.24], [4.21, -2.91, -5.60], [2.27, 1.88, 6.14], [-10.71, -0.13, 5.58], [2.03, 4.20, 5.05], [1.75, 0.07, -1.88], [3.73, 4.65, -4.30], [-0.08, -2.71, -7.38], [-5.08, -1.27, 7.93], [6.41, -2.69, -4.24], [-2.20, 1.85, 7.14], [1.21, 3.70, 5.47], [4.59, 3.74, -5.79], [-7.24, -0.12, 4.15], [3.31, 1.24, -5.00], [-4.75, -1.59, 8.89], [1.55, -0.93, -6.66], [-7.45, -0.41, 5.48], [-6.33, -1.28, 7.51], [0.81, -2.03, -2.88], [-9.68, -0.13, 5.22], [0.36, -2.05, -3.78], [-10.41, 0.53, 3.23], [-0.96, 2.65, 6.62], [4.39, -1.88, -0.91], [-6.20, -0.09, 3.76], [-3.09, 2.13, 6.52], [5.11, 2.62, -7.62], [0.27, 1.98, 6.75], [5.49, -1.72, -4.18], [0.08, -2.49, -6.45], [3.08, 2.41, -4.38], [6.48, -3.83, -4.90], [-8.20, 0.24, 3.36], [0.83, -1.40, -6.11], [-1.67, -4.06, -5.91]]}

---

(5)
{"formula": "C17H14BrClO2Sn", "method": "ωB97M-V with the def2-TZVPD basis set", "lumo_energy_ev": -0.54, "homo_lumo_gap_ev": 8.1, "elements": ["C", "C", "H", "H", "C", "C", "C", "O", "C", "C", "C", "C", "C", "H", "H", "H", "H", "C", "O", "Cl", "H", "C", "C", "H", "H", "H", "C", "H", "H", "C", "Sn", "C", "C", "H", "Br", "H"], "positions_angstrom": [[0.86, -1.96, -1.18], [3.73, 0.54, 0.75], [4.63, 0.00, 0.51], [0.81, -2.68, 0.92], [-2.66, 0.61, 0.18], [-4.94, 1.45, 0.02], [1.82, 1.20, 1.80], [-0.34, -0.13, 0.15], [3.22, 1.63, 0.04], [2.02, 2.03, 0.69], [3.11, -1.59, -1.22], [1.93, -1.53, -1.99], [-3.57, 1.68, 0.17], [3.62, 2.06, -0.86], [1.85, -1.16, -2.99], [-3.23, 2.70, 0.26], [-4.90, -1.94, -0.23], [-1.21, 0.87, 0.28], [-0.80, 2.11, 0.32], [-7.14, -0.13, -0.33], [-5.63, 2.29, 0.00], [2.77, -2.12, 0.05], [-3.15, -0.70, 0.04], [3.45, -2.30, 0.86], [2.96, -0.54, 2.55], [-0.17, -1.96, -1.46], [-5.42, 0.15, -0.13], [-2.48, -1.55, 0.03], [4.09, -1.29, -1.55], [2.86, 0.25, 1.83], [1.72, -0.09, -0.15], [-4.53, -0.93, -0.11], [1.38, -2.34, 0.08], [0.99, 1.24, 2.48], [0.97, 1.33, -2.15], [1.36, 2.81, 0.36]]}

---

(6)
{"formula": "C3H3IO", "method": "ωB97M-V with the def2-TZVPD basis set", "lumo_energy_ev": [-2.50, -2.50], "de_lowest_kcal_mol": 136.0, "homo_lumo_gap_ev": [6.6, 6.6], "elements": ["C", "O", "H", "C", "C", "H", "I", "H"], "positions_angstrom": [[-1.67, -1.83, 0.18], [1.87, 0.76, -0.76], [-2.00, -2.73, 0.64], [-1.55, -0.69, -0.24], [0.60, 1.12, -0.35], [2.16, -0.07, -0.37], [0.41, 1.41, 1.79], [0.17, 2.04, -0.90]]}